[1]
A structure of composition C42H41NO2P2S2Tc. Source: the OMol25 dataset; level of theory: ωB97M-V/def2-TZVPD.

```
! RIJCOSX wB97M-V def2-TZVPD def2/J DEFGRID3
* xyz 2 4
Tc -1.4274 -0.1406 -1.2750
C 3.0109 1.3520 0.6280
C 3.0328 -0.0904 0.8136
C 2.8673 -0.7794 2.0759
C 1.4443 -0.8889 2.7254
C 0.6585 0.3630 2.7912
C 1.1190 1.6106 2.6584
C 2.5149 2.0287 3.0350
C 3.5295 2.0723 1.8859
C -1.6101 1.5494 0.0191
H 3.6703 1.5633 -0.2458
H 3.1488 -0.6819 -0.0959
H 3.5473 -0.3741 2.8449
H 3.1758 -1.8229 1.8973
H 0.8425 -1.6271 2.1749
H 1.5784 -1.3033 3.7373
H -0.4263 0.2264 2.8563
H 0.3870 2.4173 2.5786
H 2.8960 1.3329 3.7959
H 2.4720 3.0223 3.5081
H 3.8128 3.1028 1.6495
H 4.4514 1.5598 2.1984
H -0.6274 1.9555 0.3300
H -2.1951 1.4277 0.9409
H -2.1164 2.3457 -0.5781
P -0.5985 -1.9231 -2.2261
P -2.3357 -1.4691 0.1999
C -0.2742 -2.9809 -0.7945
C -1.0665 -2.7908 0.2956
C -1.1282 -2.9880 -3.5948
C -0.8119 -4.3525 -3.5904
C -1.0305 -5.1152 -4.7383
C -1.6157 -4.5261 -5.8649
C -2.0253 -3.1879 -5.8291
C -1.7937 -2.4152 -4.6918
C 1.0512 -1.3531 -2.7576
C 1.2529 -0.0407 -2.3662
C 2.4388 0.5988 -2.7276
C 3.4237 -0.1300 -3.4151
C 3.1907 -1.4478 -3.8209
C 1.9710 -2.0664 -3.5309
C -3.8685 -2.4744 -0.1913
C -3.9325 -3.1438 -1.4220
C -4.9565 -4.0539 -1.6936
C -5.9703 -4.2628 -0.7518
C -5.9567 -3.5459 0.4467
C -4.9140 -2.6579 0.7276
C -2.6821 -1.0319 1.9492
C -3.5971 0.0126 2.1808
C -3.8747 0.4330 3.4777
C -3.2785 -0.2140 4.5640
C -2.4065 -1.2877 4.3426
C -2.1036 -1.6915 3.0393
H 0.5319 -3.7091 -0.8868
H -1.0592 -3.4292 1.1782
H -0.3784 -4.8013 -2.6981
H -0.7284 -6.1626 -4.7503
H -1.7539 -5.1153 -6.7712
H -2.5131 -2.7401 -6.6970
H -2.0955 -1.3666 -4.6458
H 0.3553 0.4364 -1.7901
H 2.5979 1.6524 -2.4947
H 4.3763 0.3443 -3.6411
H 3.9474 -1.9966 -4.3833
H 1.7354 -3.0624 -3.9009
H -3.1599 -2.9642 -2.1771
H -4.9602 -4.6014 -2.6361
H -6.7668 -4.9793 -0.9552
H -6.7582 -3.6822 1.1760
H -4.9114 -2.1122 1.6688
H -4.0783 0.5026 1.3309
H -4.5661 1.2629 3.6345
H -3.5019 0.1044 5.5832
H -1.9641 -1.8208 5.1837
H -1.4284 -2.5316 2.8821
O 1.2237 5.4653 3.7034
S 0.8699 5.6498 2.3148
O -0.1834 6.5733 1.9748
N 0.6808 4.1824 1.5353
C 1.6525 3.8882 0.6947
S 1.5712 2.2943 0.0019
C 2.6267 4.9641 0.4895
C 3.7896 5.0347 -0.2864
C 4.6341 6.1395 -0.1230
C 4.3551 7.1355 0.8242
C 3.1825 7.0767 1.5809
C 2.3337 5.9991 1.3837
H 3.9883 4.2467 -1.0181
H 5.5241 6.2186 -0.7390
H 5.0516 7.9574 0.9749
H 2.9153 7.8311 2.3126
*
```

As for the HOMO-LUMO gap (spin up / spin down): 4.88 / 5.02 eV. The value obtained for the energy relative to the best compared isomer or geometry (same formula, charge and spin) is 133.3 kJ/mol. For the highest occupied orbital energy (spin up / spin down), the calculation gives -13.5 / -13.7 eV.

=====

[2]
A structure of composition C42H41NO3P2RuS. Source: the OMol25 dataset; level of theory: ωB97M-V/def2-TZVPD.

```
! RIJCOSX wB97M-V def2-TZVPD def2/J DEFGRID3
* xyz 2 5
Ru -0.3258 0.1559 1.8064
C -2.5608 0.4123 3.5203
C -2.8515 0.1664 2.2045
C -3.3527 1.2233 1.2428
C -2.3042 1.6899 0.2200
C -0.9382 1.9357 0.7958
C -0.7006 2.4243 2.1052
C -1.7402 2.8602 3.0932
C -2.3202 1.7675 4.0767
C 1.4618 0.0093 1.1163
H -2.4906 -0.4358 4.2181
H -2.9716 -0.8832 1.8902
H -3.7795 2.0804 1.7839
H -4.2003 0.7867 0.6940
H -2.1918 0.9264 -0.5558
H -2.6301 2.5809 -0.3407
H -0.1518 2.2056 0.0808
H 0.2947 2.8746 2.2478
H -2.5867 3.3979 2.6293
H -1.2163 3.5689 3.7597
H -1.6296 1.7152 4.9387
H -3.2603 2.1900 4.4873
H 1.8060 -0.9956 1.3954
H 2.0605 0.7709 1.6342
H 1.4526 0.1567 0.0310
P -0.4214 -1.2588 -2.5285
P 0.7599 0.8948 -2.7636
C -1.6456 -0.0033 -2.8710
C -0.9994 1.2175 -2.9294
C -0.5465 -2.4324 -3.9600
C -1.5694 -2.3656 -4.9249
C -1.6171 -3.3066 -5.9627
C -0.6337 -4.2933 -6.0771
C 0.4270 -4.3110 -5.1668
C 0.4785 -3.3937 -4.1175
C -0.9692 -2.3156 -1.1890
C -0.0417 -2.7383 -0.2222
C -0.4454 -3.6217 0.7622
C -1.7456 -4.1257 0.7564
C -2.6678 -3.7111 -0.2098
C -2.2831 -2.7937 -1.1814
C 1.5031 0.9647 -4.4609
C 1.2729 -0.0877 -5.3731
C 2.0344 -0.2328 -6.5381
C 2.9754 0.7410 -6.8822
C 3.1330 1.8581 -6.0549
C 2.3990 1.9756 -4.8592
C 1.4785 2.3001 -1.8979
C 2.7593 2.1179 -1.3396
C 3.2968 3.0989 -0.5079
C 2.5716 4.2680 -0.2553
C 1.3486 4.4963 -0.8801
C 0.8009 3.5259 -1.7308
H -2.6855 -0.2393 -3.0925
H -1.4151 2.2182 -3.0808
H -2.3253 -1.5786 -4.8608
H -2.4193 -3.2798 -6.7034
H -0.6837 -5.0403 -6.8774
H 1.2259 -5.0513 -5.2753
H 1.3178 -3.4147 -3.4151
H 0.9734 -2.3417 -0.2512
H 0.2643 -3.8813 1.5550
H -2.0531 -4.8532 1.5107
H -3.6909 -4.1110 -0.2049
H -2.9852 -2.4382 -1.9467
H 0.5253 -0.8474 -5.1620
H 1.9034 -1.1226 -7.1597
H 3.5959 0.6185 -7.7831
H 3.8538 2.6341 -6.3211
H 2.5580 2.8483 -4.2254
H 3.3020 1.1912 -1.5378
H 4.2706 2.9300 -0.0543
H 2.9833 5.0141 0.4281
H 0.8079 5.4310 -0.7036
H -0.1517 3.6976 -2.2348
O -0.3970 -2.2663 3.9740
C 0.2132 -1.2916 4.4678
N 0.3910 -0.0948 3.7963
S 1.3754 1.0351 4.6672
O 2.7063 1.0766 4.1354
O 0.6932 2.2671 4.9769
C 1.2796 0.0662 6.1204
C 1.5423 0.5020 7.4230
C 1.3867 -0.4292 8.4641
C 0.9932 -1.7575 8.1846
C 0.6681 -2.1266 6.8771
C 0.7586 -1.1886 5.8404
H 1.8355 1.5411 7.6120
H 1.5721 -0.1291 9.5002
H 0.9326 -2.4943 8.9930
H 0.3513 -3.1460 6.6541
*
```

As for the HOMO-LUMO gap (spin up / spin down): 5.94 / 6.34 eV. The value obtained for the energy relative to the best compared isomer or geometry (same formula, charge and spin) is 0.0 kJ/mol. For the highest occupied orbital energy (spin up / spin down), the calculation gives -12.6 / -13.9 eV.

=====

[3]
A cluster of 16 separate species, C42H42Cl9F13O39 in total. Source: the OMol25 dataset; level of theory: ωB97M-V/def2-TZVPD.

```
! RIJCOSX wB97M-V def2-TZVPD def2/J DEFGRID3
* xyz 0 1
C -1.6287 -0.3566 -6.8667
C -1.7680 -1.8444 -6.5678
O -3.1640 -1.9476 -6.6227
C -3.7453 -0.7812 -6.2762
O -4.9225 -0.6068 -6.0406
O -2.7576 0.2019 -6.2883
F -1.2673 -2.0343 -5.3227
H -1.6749 -0.2374 -7.9487
H -0.6823 0.0108 -6.4737
H -1.3121 -2.5712 -7.2396
C 0.8138 2.8124 2.8571
C 1.0905 4.0354 1.9626
O 2.4785 4.0954 2.0755
C 3.0092 2.9648 2.3781
O 4.1907 2.7215 2.5826
O 2.0019 2.0907 2.6030
F 0.5560 5.0661 2.6198
H -0.0036 2.2421 2.4192
H 0.6108 2.9995 3.9125
H 0.6886 3.8189 0.9714
C 5.9606 0.0528 5.8806
C 6.0293 -0.1264 4.3725
O 6.4718 -1.4637 4.2370
C 6.9985 -1.8849 5.4125
O 7.6767 -2.8908 5.5248
O 6.6719 -1.0883 6.4364
F 7.0629 0.5732 3.8709
H 4.9044 -0.0138 6.1388
H 6.3902 1.0073 6.1825
H 5.1058 0.0911 3.8357
C -1.4273 -0.6576 3.8069
C -0.8350 -1.7722 4.7031
O -0.7509 -1.1312 5.9376
C -0.7057 0.2156 5.7818
O -0.4411 1.0482 6.6112
O -0.9307 0.5204 4.4757
F 0.3372 -2.2712 4.3753
H -2.5174 -0.6198 3.7979
H -0.9798 -0.6640 2.8142
H -1.6176 -2.5294 4.7100
C -3.1677 -2.9915 0.9196
C -4.3448 -3.9917 0.9804
O -4.6811 -3.9889 2.3415
C -3.5446 -3.6445 3.0112
O -3.5362 -3.7095 4.2652
O -2.5679 -3.1581 2.2092
F -3.8529 -5.2064 0.5201
H -3.4948 -1.9618 0.7759
H -2.4085 -3.2371 0.1781
H -5.2161 -3.6950 0.3991
C -3.5421 7.2312 0.7389
C -2.3233 8.0315 0.1424
O -1.7898 7.0097 -0.7112
C -2.1764 5.8185 -0.3094
O -1.8450 4.7219 -0.7571
O -2.9514 5.9317 0.7486
F -1.4439 8.3297 1.1236
H -4.4707 7.1395 0.1753
H -3.7438 7.6946 1.7037
H -2.6341 8.9075 -0.4254
C -4.3923 -5.1983 -3.4751
C -3.0346 -5.2831 -2.7225
O -2.7460 -3.9655 -2.2634
C -3.4707 -3.1139 -2.9869
O -3.4359 -1.8703 -2.8353
O -4.3298 -3.7877 -3.8427
F -2.0947 -5.6380 -3.6328
H -5.2128 -5.5088 -2.8263
H -4.4372 -5.7412 -4.4190
H -3.0194 -6.0136 -1.9148
C 5.5297 0.9415 -0.3847
C 4.2192 0.6429 -1.0551
O 3.5182 0.1284 0.0853
C 4.3657 -0.4986 0.9298
O 4.0254 -1.1907 1.8452
O 5.5995 -0.1316 0.5764
F 4.3969 -0.2238 -2.0284
H 5.5536 1.8522 0.2129
H 6.3449 0.8623 -1.1027
H 3.7948 1.5815 -1.4112
C 1.2981 6.7300 -1.8156
C 2.5362 7.5431 -1.4490
O 3.5993 6.5647 -1.4134
C 3.1120 5.3067 -1.4304
O 3.7559 4.2906 -1.4355
O 1.7486 5.3752 -1.6635
F 2.3971 7.9784 -0.1887
H 0.8529 6.8408 -2.8055
H 0.4370 6.9118 -1.1733
H 2.6958 8.4258 -2.0681
C 4.0685 -4.8111 -0.5540
C 2.7528 -4.6218 0.1194
O 2.8588 -5.7104 1.0290
C 3.5683 -6.6803 0.5007
O 3.7252 -7.8128 1.0138
O 4.1615 -6.2337 -0.5504
F 1.8618 -4.8367 -0.7763
H 4.9068 -4.3966 0.0050
H 4.1456 -4.4152 -1.5660
H 2.4720 -3.7150 0.6542
C -3.9163 1.3939 -2.6968
C -5.0388 2.3548 -2.3933
O -4.5639 3.5168 -3.0140
C -3.3414 3.4546 -3.4706
O -2.6613 4.3588 -4.0137
O -2.9167 2.1972 -3.2806
F -5.0929 2.5389 -1.1109
H -4.2768 0.7157 -3.4690
H -3.5503 0.8673 -1.8153
H -6.0182 1.9662 -2.6742
C -4.2956 3.3212 2.0970
C -2.9739 3.1871 2.8402
O -2.3143 2.2517 1.9357
C -3.2338 1.4436 1.3643
O -2.9821 0.3666 0.9024
O -4.4374 1.9335 1.6642
F -3.1598 2.6636 4.0649
H -4.3239 4.0176 1.2598
H -5.1698 3.5483 2.7067
H -2.4617 4.1482 2.8819
C 0.4379 -5.2160 3.4350
C -0.2883 -6.5918 3.2990
O -0.4804 -6.7273 1.9130
C -0.5010 -5.5265 1.3515
O -0.8428 -5.2487 0.1993
O -0.0753 -4.6144 2.2374
F -1.4218 -6.4886 3.9199
H 1.5098 -5.2493 3.2410
H 0.2188 -4.6561 4.3436
H 0.2808 -7.4195 3.7197
C 2.7664 2.7016 -4.5191
Cl 3.2731 2.9274 -6.2157
Cl 2.3224 1.0234 -4.1216
Cl 1.2817 3.6894 -4.2715
H 3.5896 3.0434 -3.8934
C 0.0810 -0.5588 -0.2081
Cl 0.7421 -1.1788 -1.7865
Cl 0.1757 1.2624 -0.2499
Cl 1.1101 -1.0694 1.1750
H -0.9254 -0.9442 -0.0467
C 2.5688 -3.6989 -4.9399
Cl 3.2406 -2.1036 -5.1044
Cl 1.1217 -3.7578 -3.9019
Cl 3.9157 -4.6658 -4.2704
H 2.3172 -4.0613 -5.9351
*
```

As for the HOMO-LUMO gap: 10.29 eV. For the highest occupied orbital energy, the calculation gives -10.5 eV.

=====

[4]
A structure of composition C42H42ClN4O4OsP2S. Source: the OMol25 dataset; level of theory: ωB97M-V/def2-TZVPD.

```
! RIJCOSX wB97M-V def2-TZVPD def2/J DEFGRID3
* xyz 3 5
Os 0.2163 0.1736 -0.2522
C -1.5689 3.1951 0.2307
C -0.1435 3.5140 0.5892
P 0.9421 2.4946 -0.4594
C 2.5290 2.4929 0.3784
C 3.8054 2.3432 -0.3597
C 4.9855 2.3638 0.3465
C 4.8577 2.4890 1.7227
C 3.6706 2.6309 2.4805
C 2.4914 2.7582 1.7972
C 0.8356 3.1359 -2.1182
C 1.1697 2.4317 -3.2642
C 1.1585 3.1166 -4.5439
C 0.9286 4.4896 -4.5783
C 0.6634 5.2251 -3.4158
C 0.6213 4.5466 -2.1923
P -1.7957 1.3668 0.3355
C -3.2748 1.2508 -0.7188
C -3.2914 0.8179 -1.9894
C -4.4335 0.9557 -2.7394
C -5.5625 1.5254 -2.1808
C -5.5149 2.0301 -0.9268
C -4.3574 1.8545 -0.1431
C -2.3507 0.8198 1.9747
C -3.3643 -0.1308 2.1198
C -3.8616 -0.4954 3.3592
C -3.2041 -0.0158 4.4798
C -2.2330 0.9674 4.4223
C -1.7976 1.3783 3.1241
H -1.8770 3.4611 -0.7748
H -2.2384 3.7466 0.8361
H 0.0936 3.2727 1.6279
H 0.1145 4.5899 0.5595
H 3.6338 2.4137 -1.4354
H 5.9833 2.2710 -0.2349
H 5.8442 2.4684 2.2743
H 3.7552 2.5910 3.5346
H 1.5133 2.9681 2.2684
H 1.2855 1.3339 -3.2659
H 1.2473 2.6020 -5.4750
H 0.9739 4.9522 -5.5226
H 0.4452 6.3029 -3.5216
H 0.4230 5.1423 -1.2899
H -2.3860 0.3274 -2.3238
H -4.5280 0.6293 -3.7498
H -6.3354 1.6730 -2.9258
H -6.3598 2.6232 -0.5247
H -4.4132 2.1595 0.8965
H -3.6372 -0.6783 1.1844
H -4.6615 -1.2412 3.4857
H -3.6331 -0.3931 5.3889
H -1.7642 1.3939 5.3134
H -0.9822 2.0292 3.0620
O 1.4270 -3.2848 -5.1581
C 0.2008 -3.3997 -4.7326
O -0.5521 -4.0693 -5.3667
C -0.2119 -2.8284 -3.3804
C -1.4147 -3.1658 -2.8072
Cl -2.5866 -4.1611 -3.4349
N -1.5817 -2.4761 -1.6575
N -0.4842 -1.6851 -1.4414
C 0.2770 -1.8899 -2.4778
C 1.6070 -1.1505 -2.4728
O 2.5642 -1.4695 -3.1326
O 1.7052 -0.1743 -1.5676
C -2.6280 -2.6683 -0.6567
C -3.9596 -2.6757 -0.9256
C -4.8151 -2.9877 0.1328
C -4.2702 -3.4550 1.3489
C -2.9569 -3.4838 1.5443
C -2.0679 -3.0299 0.5537
H 1.9893 -2.7225 -4.6012
H -4.3504 -2.5442 -1.9479
H -5.8828 -3.0148 -0.1456
H -4.9714 -3.8444 2.0722
H -2.4790 -3.8626 2.4998
H -1.0163 -3.1078 0.7114
C 5.2011 -2.4181 0.2227
C 4.7388 -1.0398 0.7901
N 3.2477 -0.8668 0.8281
C 2.4931 -1.5723 1.6230
S 0.8144 -1.1436 1.7425
N 2.8921 -2.5684 2.3874
C 2.2245 -3.5236 3.3092
C 3.3255 -4.0448 4.2372
H 6.1286 -2.2077 -0.3054
H 4.4812 -2.8869 -0.4856
H 5.3732 -3.1350 1.0241
H 5.0754 -0.3074 0.0847
H 5.0887 -0.9391 1.7995
H 2.8908 -0.0237 0.3384
H 3.8582 -2.6501 2.4830
H 1.7432 -4.2997 2.7929
H 1.4734 -2.9426 3.8139
H 4.1767 -4.4690 3.6991
H 2.9405 -4.8726 4.7994
H 3.6733 -3.3018 4.9939
*
```

As for the HOMO-LUMO gap (spin up / spin down): 7.89 / 3.24 eV. For the highest occupied orbital energy (spin up / spin down), the calculation gives -16.0 / -16.3 eV.